Entry 1:
DFT (the ωB97M-V functional and the def2-TZVPD basis) results for a molecular structure, C24H38FeNO8 in a non-equilibrium geometry.

Structure (ORCA input):
```
! wB97M-V def2-TZVPD RIJCOSX def2/J DEFGRID3
* xyz -2 6
Fe -0.523 0.518 -0.424
O 2.558 5.906 0.280
O 0.855 1.231 -1.833
O -2.321 -0.086 0.698
O -1.480 -0.589 -2.110
O 3.770 4.840 -2.140
O 0.132 2.041 0.681
O -1.962 2.006 -1.178
O 0.578 -1.226 0.115
N 1.619 -2.007 0.818
C 2.177 -3.431 2.881
C 2.272 4.723 -0.192
C 2.822 4.222 -1.477
C -2.510 3.063 -1.499
C -3.448 -0.269 1.110
C 3.567 -1.387 -0.648
C -4.623 0.607 0.663
C -2.819 3.522 -2.963
C -2.997 -2.073 -3.206
C 3.185 -0.137 1.502
C 2.417 3.027 -2.041
C 3.044 -1.483 0.787
C -0.874 -1.106 -4.334
C -3.096 3.979 -0.462
C 1.379 2.322 -1.344
C 4.013 -2.563 1.402
C -3.645 -1.286 2.194
C -1.738 -1.250 -3.122
C 0.584 -1.412 3.066
C 1.100 -2.547 2.152
C 1.412 4.007 0.542
C 3.664 -2.946 2.831
C -0.054 -3.523 1.764
C 0.949 2.745 0.123
H -3.148 4.972 -0.907
H 2.799 2.574 -2.945
H -2.650 -1.579 2.530
H -4.075 3.583 -0.192
H 4.092 -3.405 0.714
H 1.257 -0.575 3.254
H -0.255 -4.352 2.444
H -0.981 -2.970 1.614
H -1.141 -1.991 -4.911
H 0.148 -1.165 -3.958
H 0.214 -4.069 0.860
H -2.529 4.118 0.459
H 4.337 -3.731 3.175
H -1.142 -0.143 -4.770
H 4.625 -1.129 -0.683
H 2.956 -0.714 -1.251
H -3.871 3.509 -3.248
H 2.368 0.548 1.275
H -2.256 2.830 -3.590
H -4.596 0.923 -0.380
H -2.427 4.515 -3.184
H -4.037 -2.136 1.636
H 5.008 -2.120 1.368
H -4.299 -0.976 3.010
H -5.544 0.045 0.814
H 1.942 -3.501 3.944
H 3.857 -2.095 3.483
H -2.765 -3.079 -2.857
H 4.132 0.362 1.294
H -0.299 -1.019 2.561
H 0.982 4.422 1.441
H -3.777 -1.597 -2.610
H 2.057 -4.445 2.499
H 0.296 -1.847 4.023
H -3.229 -2.158 -4.267
H 3.186 -0.190 2.590
H -4.720 1.480 1.309
H 3.480 -2.332 -1.183
*
```

Summary:
- E_LUMO (spin up / spin down) (eV) = 4.50 / 4.51
- ⟨S²⟩ = 8.76
- HOMO-LUMO gap (spin up / spin down) (eV) = 2.48 / 6.17

The Mulliken scheme yields these atomic charges, measured in e:
1. Fe 0.84
2. O -0.78
3. O -0.53
4. O 0.56
5. O -0.13
6. O -0.77
7. O -0.80
8. O -0.15
9. O -0.29
10. N -0.37
11. C -1.40
12. C 0.26
13. C 0.51
14. C 1.72
15. C 0.92
16. C -1.90
17. C -2.55
18. C -1.75
19. C -2.14
20. C -1.57
21. C -0.77
22. C 2.08
23. C -1.22
24. C -1.65
25. C 0.59
26. C -1.55
27. C -1.35
28. C 1.62
29. C -1.18
30. C 1.84
31. C -0.72
32. C -0.69
33. C -1.63
34. C 0.63
35. H 0.37
36. H 0.37
37. H -0.13
38. H 0.35
39. H 0.42
40. H 0.29
41. H 0.42
42. H 0.06
43. H 0.51
44. H 0.20
45. H 0.47
46. H 0.26
47. H 0.43
48. H 0.26
49. H 0.42
50. H 0.15
51. H 0.64
52. H -0.05
53. H 0.20
54. H -0.15
55. H 0.42
56. H 0.31
57. H 0.47
58. H 0.46
59. H 0.97
60. H 0.35
61. H 0.33
62. H 0.29
63. H 0.47
64. H -0.19
65. H 0.36
66. H 0.23
67. H 0.49
68. H 0.42
69. H 0.62
70. H 0.30
71. H 0.09
72. H 0.46

Entry 2:
DFT (the ωB97M-V functional and the def2-TZVPD basis) results for a molecular structure, C27H35F5N4OP2ReTe in a non-equilibrium geometry.

Structure (ORCA input):
```
! wB97M-V def2-TZVPD RIJCOSX def2/J DEFGRID3
* xyz 2 4
Re 0.012 2.562 0.454
Te -0.104 -2.980 0.543
P 1.548 6.711 -1.424
P 4.424 5.384 0.896
F 1.862 -2.842 0.418
F 0.009 -2.932 -1.343
F 0.545 3.607 1.913
F 0.300 -4.770 0.999
F -1.893 -3.683 0.161
O -0.169 0.892 0.825
N 5.434 5.942 2.240
N 5.850 5.155 -0.216
N 1.026 8.358 -1.113
N 1.576 6.930 -3.234
C 1.759 1.239 -2.470
C 2.203 3.730 -0.966
C 6.039 3.904 -0.810
C 3.819 7.013 0.243
C 4.857 6.271 3.482
C 1.863 7.743 -5.344
C 6.941 4.013 -1.861
C 0.649 6.304 -4.073
C 2.452 0.093 -1.668
C 0.609 1.997 -1.888
C 6.984 7.082 3.474
C 5.782 6.955 4.250
C 3.117 2.692 -0.295
C 2.291 7.837 -4.020
C 0.787 3.309 -1.313
C 2.656 1.441 0.422
C 3.390 6.994 -1.250
C 7.422 5.346 -1.845
C 0.830 6.752 -5.374
C 6.737 6.026 -0.850
C 1.576 9.591 -1.488
C 0.811 10.621 -0.945
C 6.743 6.449 2.251
C -0.119 8.630 -0.346
C 2.591 0.234 -0.184
C -1.839 2.955 -0.158
C -0.263 10.005 -0.211
H -0.382 1.785 -2.302
H 3.482 -0.034 -2.061
H 8.187 5.737 -2.505
H 1.953 -0.860 -1.893
H 2.518 1.538 1.514
H 0.159 4.118 -1.731
H -1.030 10.523 0.343
H 2.539 -0.685 0.413
H 1.001 11.678 -1.053
H 2.465 9.660 -2.085
H 4.619 7.756 0.403
H 2.950 7.258 0.901
H -1.991 4.012 0.145
H 7.170 3.224 -2.545
H 2.280 8.300 -6.180
H 3.900 6.172 -1.788
H -0.024 5.555 -3.686
H -0.710 7.824 0.045
H 5.650 7.327 5.261
H 2.527 1.938 -2.825
H 3.848 2.408 -1.055
H 3.679 3.194 0.522
H 3.048 8.473 -3.594
H 6.858 7.043 -0.503
H -2.004 2.839 -1.241
H 3.841 5.971 3.691
H 1.410 0.802 -3.420
H 0.319 6.378 -6.263
H 3.672 7.935 -1.754
H 5.534 3.047 -0.435
H 2.745 4.023 -1.879
H 2.171 4.641 -0.346
H 7.901 7.562 3.774
H 7.418 6.309 1.435
H -2.550 2.308 0.382
*
```

Summary:
- E_LUMO (spin up / spin down) (eV) = -7.84 / -10.27
- ⟨S²⟩ = 3.79
- HOMO-LUMO gap (spin up / spin down) (eV) = 4.73 / 2.30

The Mulliken scheme yields these atomic charges, measured in e:
1. Re 1.70
2. Te 1.78
3. P -0.34
4. P 0.12
5. F -0.52
6. F -0.41
7. F -0.58
8. F -0.38
9. F -0.47
10. O -0.42
11. N 0.38
12. N 0.38
13. N 0.58
14. N 0.52
15. C -1.03
16. C 0.23
17. C -0.84
18. C -1.20
19. C -0.32
20. C -0.75
21. C -0.82
22. C -0.57
23. C -1.02
24. C -0.75
25. C -0.59
26. C -0.49
27. C -0.10
28. C -0.06
29. C -0.52
30. C -1.27
31. C -1.03
32. C -0.86
33. C -0.61
34. C -0.41
35. C -0.14
36. C -0.66
37. C -0.30
38. C -0.41
39. C -0.68
40. C -0.97
41. C -0.67
42. H 0.53
43. H 0.35
44. H 0.47
45. H 0.49
46. H 0.49
47. H 0.96
48. H 0.44
49. H 0.64
50. H 0.45
51. H 0.20
52. H 0.57
53. H 0.63
54. H 0.40
55. H 0.49
56. H 0.44
57. H 0.57
58. H 0.41
59. H 0.37
60. H 0.46
61. H 0.31
62. H 0.25
63. H 0.03
64. H 0.29
65. H 0.64
66. H 0.34
67. H 0.44
68. H 0.58
69. H 0.42
70. H 0.59
71. H 1.15
72. H 0.68
73. H -0.08
74. H 0.47
75. H 0.66
76. H 0.36

Entry 3:
DFT (the ωB97M-V functional and the def2-TZVPD basis) results for a molecular structure, C25H28BaF5O2S in a non-equilibrium geometry.

Structure (ORCA input):
```
! wB97M-V def2-TZVPD RIJCOSX def2/J DEFGRID3
* xyz -1 1
Ba -1.339 -0.391 0.348
S -3.016 -3.080 0.510
F -2.196 -5.619 1.868
F -4.679 -4.926 5.834
F -5.196 -2.007 2.229
F -2.816 -6.357 4.413
F -6.187 -3.024 4.498
O 2.004 2.636 -3.365
O 0.760 -0.138 -1.486
C -3.308 1.817 1.126
C -5.177 -3.676 3.886
C -4.496 -4.713 4.524
C -0.369 -1.832 3.196
C -2.129 2.044 1.909
C -2.076 1.034 2.920
C 1.405 -1.603 1.744
C -0.296 -3.007 2.399
C 3.480 3.564 -4.755
C 1.863 0.645 -0.804
C -3.943 0.641 1.635
C -3.140 -4.940 2.548
C -3.516 -5.387 3.805
C -3.632 -3.767 1.935
C 0.664 -0.951 2.770
C 1.342 -1.011 -2.473
C 3.595 4.256 -2.329
C -3.213 0.198 2.774
C 0.773 -2.851 1.471
C 2.661 3.932 -3.460
C 2.764 -0.475 -2.624
C 1.815 5.147 -3.777
C -4.704 -3.198 2.667
C 3.206 -0.016 -1.209
C 2.729 2.258 -4.597
H -1.325 0.943 3.709
H 0.725 -0.871 -3.371
H 1.812 1.666 -1.232
H -4.856 0.188 1.250
H 1.634 0.660 0.282
H 3.036 4.617 -1.457
H 3.503 -0.891 -0.579
H 2.040 2.082 -5.426
H 3.438 1.433 -4.485
H 4.244 3.412 -2.062
H 4.225 5.077 -2.699
H 2.350 -1.256 1.316
H -1.431 2.877 1.797
H 4.553 3.513 -4.553
H -1.054 -1.668 4.030
H 1.086 -3.584 0.727
H -0.914 -3.893 2.505
H 4.051 0.702 -1.182
H -3.522 -0.592 3.472
H 1.147 4.977 -4.629
H 1.334 -2.047 -2.107
H 3.186 4.153 -5.621
H -3.695 2.466 0.334
H 1.276 5.509 -2.887
H 2.552 5.915 -4.068
H 3.465 -1.087 -3.199
H 0.895 0.035 3.188
H 2.614 0.460 -3.183
*
```

Summary:
- E_LUMO (eV) = 1.75
- HOMO-LUMO gap (eV) = 5.34

The Mulliken scheme yields these atomic charges, measured in e:
1. Ba 1.09
2. S -0.47
3. F -0.41
4. F -0.32
5. F -0.29
6. F -0.31
7. F -0.32
8. O -0.45
9. O -0.44
10. C -0.66
11. C 0.08
12. C 0.57
13. C -0.32
14. C -0.77
15. C -0.71
16. C -0.19
17. C -0.01
18. C -0.97
19. C -0.13
20. C -0.40
21. C -0.14
22. C 0.20
23. C 0.72
24. C -1.21
25. C -0.67
26. C -1.78
27. C 0.08
28. C -0.71
29. C 1.64
30. C 0.35
31. C -1.63
32. C 0.00
33. C -0.67
34. C -0.39
35. H 0.39
36. H 0.31
37. H -0.02
38. H 0.33
39. H 0.37
40. H 0.42
41. H 0.34
42. H 0.25
43. H 0.31
44. H 0.28
45. H 0.49
46. H 0.51
47. H 0.39
48. H 0.29
49. H 0.33
50. H 0.38
51. H 0.24
52. H 0.35
53. H 0.32
54. H 0.36
55. H 0.35
56. H 0.37
57. H 0.34
58. H 0.40
59. H 0.40
60. H 0.56
61. H 0.31
62. H -0.73

Entry 4:
DFT (the ωB97M-V functional and the def2-TZVPD basis) results for C6H10 in the gas phase.

Structure (ORCA input):
```
! wB97M-V def2-TZVPD RIJCOSX def2/J DEFGRID3
* xyz 0 1
C -0.547 -0.148 -1.703
C 0.984 0.272 0.245
C -0.379 -1.829 0.215
C 0.922 1.272 1.081
C -0.318 -0.360 -0.207
C 0.647 2.236 1.918
H 1.930 -0.126 -0.125
H 0.491 3.255 1.575
H 0.411 -2.419 -0.264
H -1.346 -2.270 -0.055
H -1.112 0.173 0.329
H 0.229 -0.634 -2.306
H -1.520 -0.551 -2.008
H 0.532 2.030 2.979
H -0.256 -1.916 1.300
H -0.535 0.923 -1.937
*
```

Summary:
- E_LUMO (eV) = 1.12
- HOMO-LUMO gap (eV) = 10.57

The Mulliken scheme yields these atomic charges, measured in e:
1. C -1.44
2. C -0.45
3. C -1.45
4. C 0.08
5. C 0.86
6. C -0.77
7. H 0.35
8. H 0.24
9. H 0.33
10. H 0.38
11. H 0.22
12. H 0.33
13. H 0.38
14. H 0.24
15. H 0.35
16. H 0.35

Entry 5:
DFT (the ωB97M-V functional and the def2-TZVPD basis) results for 2 unconnected molecules or ions with the total composition C3H5O4P in a non-equilibrium geometry.

Structure (ORCA input):
```
! wB97M-V def2-TZVPD RIJCOSX def2/J DEFGRID3
* xyz -2 1
P 0.848 0.133 2.629
O 1.618 1.375 2.279
O 1.612 -1.095 2.851
O -0.287 -1.406 -1.579
O -0.544 0.200 3.191
C 0.424 0.869 -1.323
C -0.107 -0.413 -0.620
C -1.484 -0.885 -0.885
H -2.217 -0.570 -1.679
H -1.879 -1.753 -0.337
H 1.200 0.575 -2.189
H 0.988 1.350 -0.496
H -0.172 1.621 -1.843
*
```

Summary:
- E_LUMO (eV) = 6.95
- HOMO-LUMO gap (eV) = 5.21

The Mulliken scheme yields these atomic charges, measured in e:
1. P 0.88
2. O -0.65
3. O -0.64
4. O -0.36
5. O -0.67
6. C -1.09
7. C -0.01
8. C -0.64
9. H 0.26
10. H 0.18
11. H 0.15
12. H 0.19
13. H 0.39

For reference, relative energy (zero: lowest compared OMol25 entry of this formula, charge and spin) by record: 0.0, 36.4, 37.5, 30.9, 67.5 kcal/mol.